52
Properties=species:S:1:pos:R:3:forces:R:3 method="wB97M-V/def2-TZVPD" lumo_ev="-1.812 / -1.807" e_above_lowest_ev=1.789 multiplicity=2 orbital_gap_ev="6.1 / 6.1"
C -2.7698 -0.8417 -3.3320 -0.0342 -0.0104 -0.0083
O -0.4451 -2.2974 1.2970 -0.1485 -0.0871 0.0966
H -5.6030 -0.1788 -0.0502 -0.0013 0.0012 -0.0035
Cl 3.2124 -2.0514 6.2656 -0.0006 0.0127 -0.0110
C -2.3914 1.8236 -2.7498 -0.0062 -0.0281 0.0201
C 4.6636 -0.8797 -1.4445 0.0024 -0.0170 0.0003
C 3.1795 -0.9391 4.9503 -0.0108 -0.0130 0.0124
C 2.3612 -0.1745 -0.9633 -0.2338 0.1122 0.1208
H 5.5798 -1.3761 -1.1522 0.0027 -0.0002 -0.0031
C -1.7639 -0.5215 -2.4156 0.0672 -0.0545 0.0332
C -4.5636 -0.1576 0.2477 0.0122 0.0577 0.0059
C 3.4244 0.3570 -3.1066 -0.0276 -0.0072 0.0240
C -2.5069 -1.2456 0.7244 -0.0814 -0.0985 0.0725
C 3.5565 -0.8089 -0.6036 -0.0743 -0.0112 0.0641
C -3.9427 1.0622 0.5209 -0.0685 -0.0106 -0.0154
Cl 5.3938 2.1073 3.5923 -0.0130 -0.0147 0.0058
Cl 3.0231 2.0042 1.5503 -0.0823 0.0069 -0.0109
C -3.3760 1.4621 -3.6507 -0.0167 0.0081 -0.0051
C 4.1623 0.9178 3.7638 0.0145 0.0314 -0.0087
Ce 0.6474 -0.0641 0.8395 0.9635 -0.3040 -0.7578
C -3.5586 0.1196 -3.9400 -0.0048 -0.0036 0.0021
C 3.1059 0.8347 2.8648 -0.0573 0.0343 -0.0114
H -4.2839 -2.2934 0.1272 -0.0100 0.0019 0.0000
F 5.6376 -0.3368 -3.5170 -0.0048 0.0013 -0.0021
Cl 5.4834 0.0601 5.9562 0.0079 0.0018 0.0060
O -2.2514 3.4568 1.0768 -0.0210 -0.0121 0.0347
F -3.0089 -2.1168 -3.6393 0.0057 0.0039 0.0074
N -1.9252 -0.0907 1.0047 -0.3859 0.0354 -0.0483
S -0.7834 -1.7155 -1.6198 0.0100 0.1205 0.0045
C -1.6162 0.8395 -2.1732 -0.0598 -0.0414 0.1359
C -2.6124 1.0424 0.8880 0.0472 0.0221 0.0553
O -0.5554 2.0994 1.3782 -0.2278 0.1867 0.0384
C 2.0853 -0.0950 2.9287 0.1501 -0.1134 0.3543
H -1.5329 -4.2889 0.8638 -0.0113 -0.0058 -0.0100
F -2.2204 3.1079 -2.4141 -0.0041 0.0070 0.0094
H 3.3927 0.8057 -4.0912 0.0101 -0.0016 -0.0035
C 4.1970 0.0071 4.8176 -0.0080 -0.0022 -0.0056
C 2.1542 -0.9610 4.0078 0.0161 -0.0106 0.0446
C 2.3376 0.3978 -2.2409 0.0319 -0.0139 -0.0601
C -1.5942 -2.4232 0.8965 -0.0565 0.0425 -0.0407
C 4.5704 -0.2862 -2.6844 0.0153 -0.0049 0.0035
H 3.6584 -1.2748 0.3784 -0.0017 0.0149 0.0132
Cl 0.8714 -2.1367 4.2087 0.0206 0.0242 -0.0170
F -0.7089 1.2498 -1.2434 0.1488 0.1865 -0.1816
C -3.8461 -1.3318 0.3503 0.0494 -0.0216 -0.0185
F -4.1441 2.3907 -4.2225 0.0001 -0.0005 0.0003
O -2.1954 -3.5891 0.7502 0.0378 0.0002 0.0498
H -3.1882 3.4453 0.8433 -0.0015 0.0069 0.0034
H 1.4409 0.8965 -2.5997 -0.0013 -0.0019 0.0121
H -4.5050 1.9821 0.4258 -0.0093 -0.0068 -0.0107
C -1.7362 2.2450 1.1384 0.0503 -0.0207 0.0035
F -4.5097 -0.2381 -4.8031 0.0007 -0.0028 -0.0004



85
Properties=species:S:1:pos:R:3:forces:R:3 method="wB97M-V/def2-TZVPD" lumo_ev="-5.335 / -6.462" e_above_lowest_ev=0.000 multiplicity=5 orbital_gap_ev="7.3 / 6.2" charge=+2
C -2.4116 1.5367 2.2287 -0.0422 0.1359 -0.2559
C -2.2756 -2.9204 -0.7004 -0.0147 0.0865 0.0187
C -0.2166 -0.0531 -4.8748 0.0358 -0.0116 -0.0112
H 2.6077 -1.8379 -2.9425 0.0608 -0.0432 0.1156
C -4.4879 -3.7961 -0.1431 0.0351 -0.0106 -0.0363
C -1.9945 -4.8687 -2.6998 0.0243 0.0400 0.0097
C -2.5113 1.9693 0.8123 -0.0519 -0.0311 0.1891
H 0.6927 -4.4840 -0.3356 0.0153 0.0069 -0.0064
H -3.9209 -5.5569 -2.1074 -0.0089 -0.0165 -0.0047
C -3.1455 2.2694 3.2989 0.0037 -0.0130 0.0482
H 2.4827 4.4705 -0.9570 0.0007 -0.0111 0.0059
H 4.7256 -1.7679 0.5734 0.0098 0.0022 0.0026
C -2.4761 -1.9419 0.3062 0.0657 -0.1171 -0.1774
H 3.7605 4.4593 2.7020 -0.0025 -0.0060 0.0090
C 0.5791 -1.1170 -2.8535 -0.0029 -0.0109 0.0102
C 1.5739 -3.8846 -0.1467 -0.0031 -0.0558 0.0230
H 2.7615 -0.7328 -0.5072 -0.0304 -0.0290 -0.0215
P 0.1424 -1.7141 -1.1867 -0.0877 0.0733 0.0780
H -0.8942 -1.1784 5.6909 0.0031 -0.0063 0.0079
H -2.8067 3.3060 3.3645 0.0132 0.0090 0.0027
Co -1.0318 -0.5639 0.7264 0.1226 0.1272 0.2532
H 3.1786 2.9847 3.4912 0.0040 0.0106 -0.0015
H -3.7391 -1.1707 1.8513 -0.0194 0.0122 0.0260
H 2.0733 2.1490 -1.3250 -0.0225 -0.0148 -0.0042
C 0.9149 2.7458 2.1946 0.0124 0.0073 0.0729
H 2.6574 -5.5096 0.7302 0.0009 -0.0086 0.0030
H 4.2566 2.8666 -0.5211 0.0213 0.0009 0.0215
H 0.9196 2.2779 3.1816 -0.0338 -0.0042 -0.0055
N 2.4155 3.8610 -0.1403 -0.0196 -0.0194 -0.0037
C -3.3359 3.3925 -0.9250 -0.0230 0.0112 0.0545
C -0.9758 -3.9186 -2.4863 -0.0286 -0.0828 -0.0567
H -5.5480 -2.8026 1.4085 -0.0046 0.0092 0.0097
N -1.4661 0.0479 3.6771 0.2000 -0.1484 -0.4690
C -0.4378 -0.4921 -3.5813 -0.1274 -0.1537 -0.0882
H -2.6336 2.8690 -2.8982 0.0005 0.0153 -0.0177
C 3.8107 -3.7044 0.7227 0.0180 0.0191 0.0101
H 2.3621 5.5709 1.1012 -0.0225 0.0005 0.0245
H 0.7570 4.8884 0.7019 0.0038 0.0157 0.0289
H -2.9913 1.7868 4.2585 0.0040 0.0009 -0.0183
C 1.0287 -0.2373 -5.4654 -0.0323 0.0230 0.0143
H 4.6713 -4.1604 1.1929 0.0072 0.0022 0.0027
N 3.8101 2.7450 1.5137 -0.0261 -0.0239 -0.0286
S 0.2473 -1.6415 2.3361 -0.0125 0.0813 -0.0813
H 3.3052 0.8873 2.3367 0.0050 -0.0204 -0.0127
H -1.8772 -5.6146 -3.4734 0.0081 -0.0033 -0.0092
H -1.0195 0.4116 -5.4309 -0.0145 0.0001 -0.0264
H -3.8430 3.6154 1.1529 -0.0199 0.0188 0.0094
N 1.8045 3.9122 2.2182 -0.0078 -0.0423 -0.0129
C 1.5970 -2.5409 -0.5009 0.0456 0.0189 -0.0723
C 3.1790 3.5472 2.5596 0.0350 0.0122 0.0571
C 3.2047 1.4143 1.3859 0.0335 0.0249 0.1424
C -3.2830 3.0548 0.4200 0.0403 -0.0243 -0.0916
C 3.8392 3.4604 0.2915 -0.0434 0.0399 -0.0255
C -3.6108 -1.8975 1.0579 -0.0523 -0.0815 0.0391
H 4.3892 4.3962 0.3972 0.0190 -0.0256 0.0030
N -1.8058 1.2518 -0.0820 0.0305 -0.0421 -0.0330
H 0.6104 3.0009 -0.8114 0.0113 -0.0308 0.0083
H -1.2700 0.9673 -2.0468 -0.1177 0.3024 0.2679
H 1.2018 0.0946 -6.4799 0.0029 0.0055 -0.0107
C -0.6194 -0.9713 3.6914 -0.1423 0.0763 0.3968
C 1.8170 -1.3165 -3.4602 -0.0529 0.0847 0.0359
C -3.3050 -3.8624 -0.9256 -0.0972 -0.1233 -0.0469
C 2.6816 -4.4625 0.4614 -0.0268 0.0146 0.0053
C 2.7349 -1.7804 -0.2240 0.0306 0.0045 -0.0860
H -0.0884 -3.9398 -3.1094 -0.0090 0.0032 0.0074
C -3.1296 -4.8377 -1.9383 0.0008 0.0634 0.0514
C 1.7755 4.6558 1.0128 0.0309 0.0048 -0.0728
H -3.9446 4.2253 -1.2506 -0.0013 0.0079 -0.0100
H 2.9970 -1.0488 -5.2267 0.0056 0.0007 -0.0025
H -0.1120 3.0680 2.0047 0.0350 0.0307 -0.0150
C -1.8593 1.5819 -1.3730 0.0982 0.0731 0.0125
C -2.6110 2.6468 -1.8413 0.0333 -0.0578 0.0362
H 3.7534 0.8302 0.6456 0.0267 0.0427 -0.0050
H -5.2701 -4.5221 -0.3233 -0.0090 -0.0137 0.0012
N -0.3800 -1.5133 4.8925 0.0157 -0.0009 -0.0789
H 0.1886 -2.3365 4.9783 -0.0017 0.0028 -0.0060
C 3.8392 -2.3575 0.3771 -0.0281 -0.0259 -0.0136
C -1.1067 -2.9726 -1.5030 -0.0444 -0.0417 0.0044
N -1.6500 0.5179 2.4155 -0.0039 -0.0668 0.1947
H -4.2139 2.2921 3.0769 -0.0141 -0.0098 0.0124
C 2.0365 -0.8741 -4.7605 0.0168 -0.0135 0.0347
P 1.4042 1.4686 0.9412 -0.1739 -0.1182 -0.2469
H -1.4362 -0.4025 -3.1570 0.1605 -0.1986 -0.1765
C -4.6437 -2.8418 0.8166 0.0505 0.0620 0.0148
C 1.5918 2.6507 -0.4832 0.0791 0.1737 -0.0341



85
Properties=species:S:1:pos:R:3:forces:R:3 method="wB97M-V/def2-TZVPD" lumo_ev="-0.697 / -1.628" e_above_lowest_ev=0.598 multiplicity=2 orbital_gap_ev="6.4 / 5.5"
H -4.2965 -0.3869 -8.3222 -0.0055 0.0020 0.0107
H -5.5043 0.8027 -7.8270 0.0002 -0.0071 0.0058
N -0.6507 2.7901 0.7495 0.0223 0.1080 -0.1330
H -6.1660 0.9632 0.7330 0.0089 -0.0029 -0.0142
C -4.4310 3.0353 0.3910 -0.0095 0.0651 0.0131
H -1.4077 3.0392 -3.2730 0.0150 0.0158 0.0152
H 5.0026 1.5915 1.6914 0.0150 -0.0055 -0.0006
C -2.7517 2.3972 -1.7258 0.0908 -0.1041 -0.1706
H 4.4038 2.2453 0.1506 0.0127 -0.0028 -0.0187
H -0.9341 1.5266 -2.4795 -0.0305 0.0190 -0.0187
H -3.0962 -1.5428 4.0139 0.0147 0.0013 0.0028
H 4.0066 3.7443 2.3748 -0.0110 0.0135 -0.0052
H 0.9670 1.9132 3.2709 0.0449 0.0393 -0.0119
H -4.9889 -0.3219 0.3946 -0.0178 -0.0201 0.0123
C -5.1116 0.6828 0.7865 0.1098 0.0997 -0.0130
C -1.7142 -1.5232 5.6689 0.0224 0.0065 -0.0450
H -6.4076 0.5798 -5.3714 0.0195 -0.0078 -0.0079
C -2.0676 -1.4331 4.3313 0.0224 -0.0197 0.0365
H 3.9999 0.5885 0.6205 0.0058 -0.0075 -0.0031
C -5.0482 0.0215 -3.8224 0.0013 -0.0415 0.0693
H -2.4755 -1.7038 6.4165 0.0066 -0.0005 -0.0053
H -5.9098 -0.9099 -7.8413 0.0062 0.0059 0.0057
H -2.2535 1.5312 -3.6433 -0.0028 0.0184 -0.0073
C -3.7996 -0.5514 -3.5370 0.0368 0.2144 -0.1100
C 4.1658 1.5964 0.9949 -0.0745 0.0544 0.0414
O 0.7976 -0.4746 -2.0427 0.2747 0.2698 -0.2532
C -4.2784 1.6934 0.0302 -0.0882 -0.1341 0.0321
H -1.4095 1.2091 3.3931 0.0107 -0.0036 0.0246
O -2.7722 -1.2664 1.6704 -0.0600 0.0955 0.0104
H -2.4480 4.5020 -1.8986 -0.0016 -0.0073 0.0003
H -4.7231 5.6043 0.8896 0.0066 -0.0015 -0.0055
C -0.5323 2.2367 1.8697 0.1052 -0.0881 0.2665
C -5.9923 0.5130 -2.7533 0.1005 -0.0281 -0.0667
N -1.4710 2.0765 2.8774 -0.0113 -0.0050 -0.1308
C -4.6493 -0.3196 -6.1980 -0.0118 0.0003 -0.0001
H -4.2696 6.1088 -0.7414 0.0029 -0.0083 0.0060
H -1.7082 -2.4220 -3.5085 -0.0148 -0.0374 -0.0147
C -1.7834 2.1101 -2.8472 -0.0581 -0.0217 0.1432
C -3.4346 -0.9153 -5.8873 -0.0320 -0.0383 -0.0708
C -1.6517 -1.6817 -4.3085 -0.1135 0.1034 -0.0481
H 1.6253 -1.0531 5.3698 -0.0016 0.0014 0.0071
C -0.3845 -1.3847 6.0466 -0.0060 0.0065 -0.0151
C -1.5943 -1.0870 1.9344 0.0089 0.0068 -0.1363
Os 0.7242 -0.9005 -0.0655 -0.6672 -1.0027 -0.6952
C -3.4230 1.3725 -1.0294 0.0941 0.0771 0.0591
C 1.7725 1.5696 1.4132 -0.1574 0.1751 -0.2877
Te -3.0362 -0.6417 -1.5624 -0.2550 -0.1950 0.0026
N 0.7539 1.7889 2.2948 -0.2076 -0.1664 0.0767
H -0.1056 -1.4592 7.0903 -0.0036 0.0031 -0.0215
I -0.0714 -3.5161 -0.6132 -0.0183 -0.1646 -0.1367
H -1.2785 -2.1851 -5.1998 -0.0044 0.0353 -0.0152
O 2.9444 0.6932 -2.2698 -0.0040 -0.1155 -0.0058
H -2.4122 2.2804 2.5696 -0.0071 0.0065 0.0217
O 2.6289 -1.3258 -0.9532 -0.1759 0.1659 0.1437
N 1.5581 0.9137 0.2967 0.2208 -0.0215 0.1318
H 0.9371 -2.8585 1.8298 -0.1841 -0.1007 -0.0700
C -2.9652 3.7171 -1.3566 -0.0757 0.0736 0.0108
C -1.0970 -1.1993 3.3570 -0.1926 -0.0407 0.0511
H -5.1034 3.2802 1.2091 0.0134 -0.0051 -0.0110
C -5.1123 -0.1953 -7.6254 0.0015 -0.0045 0.0130
S 2.3357 -0.6210 -2.2915 0.0639 0.2671 -0.0636
C -3.7916 4.0592 -0.2892 -0.0078 0.0032 -0.0035
O 2.5925 -1.4463 -3.4240 -0.0308 0.0133 0.0689
C 0.5865 -1.1534 5.0816 -0.0211 -0.0092 -0.0351
H 2.2714 3.7780 2.6936 -0.0062 0.0157 0.0125
H -2.8064 -1.2918 -6.6886 -0.0099 0.0093 0.0155
H -4.8331 0.6537 1.8418 0.0258 0.0024 -0.0033
C -3.9670 5.4996 0.1118 -0.0042 -0.0200 -0.0064
C -5.4427 0.1318 -5.1519 -0.0141 -0.0051 -0.0471
H -5.9361 -0.1198 -1.8671 -0.0248 -0.0052 0.0119
H 3.3440 2.7500 3.6780 0.0181 0.0045 0.0077
H -5.7511 1.5309 -2.4400 0.0161 -0.0036 -0.0048
C 1.2628 -2.6312 0.8218 0.3579 0.2373 0.5464
N -0.6787 -0.7510 0.9922 0.5467 0.3871 0.8219
H 2.2216 1.1361 -0.4481 0.0237 -0.0720 -0.0358
H -0.9130 -0.9412 -3.9936 -0.0022 -0.0127 0.0218
C -2.9948 -1.0401 -4.5754 0.1451 -0.0746 0.1290
C 0.2325 -1.0579 3.7419 0.0385 0.0148 0.0413
H 2.2725 -2.9665 0.6206 -0.0435 -0.0170 -0.1242
H -7.0174 0.5088 -3.1233 -0.0006 -0.0061 -0.0127
H -1.6165 3.0104 0.5232 -0.0348 -0.0025 -0.0008
N 2.9767 2.0685 1.7031 0.1456 0.0691 0.1295
H 0.9887 -0.8647 2.9945 0.0167 -0.0187 -0.0328
H -3.0309 5.9152 0.4915 -0.0042 -0.0062 -0.0043
C 3.1525 3.1411 2.6755 0.0152 -0.0452 -0.0969



21
Properties=species:S:1:pos:R:3:forces:R:3 method="wB97M-V/def2-TZVPD" lumo_ev="0.939 / 0.792" e_above_lowest_ev=0.198 multiplicity=2 orbital_gap_ev="4.6 / 10.1"
N 0.7769 1.9639 0.2835 -0.2127 1.8754 -0.0176
H 1.2759 2.0058 -0.5848 0.1865 -0.2129 0.1381
C -2.3475 -1.8256 -1.2356 0.6018 -0.2487 0.5601
H -0.9102 -1.4081 -2.7690 0.2730 -0.3018 0.0270
H -0.7881 0.4884 -1.3772 0.1268 0.0905 0.2245
N 2.6735 1.1783 1.4591 0.5119 0.9953 0.1201
H -0.2139 1.9334 0.1487 -0.0221 -0.1544 0.0628
C -0.2754 -0.4026 -1.0000 -0.6088 -0.0069 -0.3108
N 0.5392 1.1604 2.5065 0.1075 0.3041 0.9211
H -2.3035 -2.1879 -0.2037 -0.2747 0.1069 0.0195
H 0.9916 0.9712 3.3855 -0.2085 0.1859 -0.0309
H 3.1200 0.7819 2.2628 -0.1315 -0.1430 -0.0548
H -2.8976 -0.8824 -1.2416 -0.0581 -0.0706 -0.0816
H -2.8898 -2.5754 -1.8108 0.0715 0.0851 -0.1408
H -0.4001 -0.4714 0.0818 0.0558 0.0834 -0.0089
H -0.4560 1.2251 2.4838 -0.0533 -0.0047 0.0291
H 3.1613 1.1050 0.5891 0.2020 -0.2301 0.0743
H -0.2417 -2.4474 -1.4546 -0.4530 -0.2372 -0.3714
H 0.7886 -0.3023 -1.2039 0.0003 -0.0534 -0.0494
C -0.9012 -1.6033 -1.6913 0.0542 0.1353 -0.1510
C 1.2980 1.2931 1.3718 -0.1686 -2.1985 -0.9593



11
Properties=species:S:1:pos:R:3:forces:R:3 method="wB97M-V/def2-TZVPD" lumo_ev=0.529 e_above_lowest_ev=2.800 orbital_gap_ev=10.5 smiles="[H]/N=C/C=O.C=O"
C 0.1676 0.4296 1.4071 0.3792 -0.2622 -0.0049
H -1.6954 0.5920 0.2153 0.1208 0.1036 0.0061
H 1.5050 -1.2021 -1.4085 -0.2115 0.0042 -0.0181
H 0.6723 -2.5591 -0.4274 -0.0759 0.1280 -0.0724
C 0.5583 -1.6715 -1.0804 -0.1863 0.0163 -0.1157
H -0.0965 0.7006 2.4504 -0.0055 -0.0390 -0.1007
O -0.5263 -1.2606 -1.4168 0.4687 -0.2162 0.1299
O 1.0954 -0.3117 1.1817 -0.4361 0.3575 0.1365
C -0.6954 1.0314 0.3281 0.1464 0.2085 -0.1662
H -0.9141 2.2968 -1.0496 0.0861 -0.0011 0.0730
N -0.2290 1.9891 -0.3561 -0.2859 -0.2996 0.1326